[1]
Entry from OMol25: an isolated molecule of C2H2N2O2S in a non-equilibrium geometry (ωB97M-V/def2-TZVPD).

Atoms and positions in Å:
C1 1.873 -1.193 1.254
C2 0.953 -0.151 0.962
N1 2.603 -2.044 1.478
N2 -1.227 0.878 -1.466
O1 0.942 0.998 1.112
O2 -0.354 -0.796 0.222
S1 -1.520 0.290 0.118
H1 -1.540 0.299 -2.163
H2 -1.729 1.720 -1.516

Its net charge is 0. The calculation puts the energy relative to the best compared isomer or geometry (same formula, charge and spin) at 13.7 kcal/mol. The HOMO energy (spin up / spin down) is -5.79 / -10.99 eV. The total energy comes out at -20011.2467 eV. For the largest force on an atom, the calculation gives 0.126 Eh/bohr. Its spin multiplicity is 3.

---

[2]
Entry from OMol25: an isolated molecule of C2H2N2O2S2 (ωB97M-V/def2-TZVPD).

Atoms and positions in Å:
O1 2.962 -0.643 0.096
C1 1.793 -0.365 0.063
N1 0.756 -1.275 0.292
O2 -0.436 -1.086 -0.436
C2 -1.185 -0.040 0.000
S1 -2.810 -0.111 0.005
N2 -0.427 1.004 0.391
S2 1.165 1.274 -0.218
H1 1.044 -2.249 0.147
H2 -0.873 1.803 0.832

Its net charge is 0. The calculation puts the energy relative to the best compared isomer or geometry (same formula, charge and spin) at 42.0 kcal/mol. The HOMO energy is -9.05 eV. The total energy comes out at -30850.0658 eV. For the largest force on an atom, the calculation gives 0.017 Eh/bohr. Its spin multiplicity is 1.

---

[3]
Entry from OMol25: an isolated molecule of C2H2N2O3 in a non-equilibrium geometry (ωB97M-V/def2-TZVPD).

Atoms and positions in Å:
N1 1.310 -0.669 -0.252
C1 0.735 0.452 0.206
O1 1.219 1.541 0.298
N2 -0.593 0.235 0.695
O2 -1.405 -0.879 0.117
C2 -1.770 0.396 0.039
O3 -2.600 1.115 -0.341
H1 2.279 -0.640 -0.520
H2 0.824 -1.550 -0.241

Its net charge is 0. The calculation puts the energy relative to the best compared isomer or geometry (same formula, charge and spin) at 42.8 kcal/mol. The HOMO energy is -10.97 eV. The total energy comes out at -11226.9472 eV. For the largest force on an atom, the calculation gives 0.037 Eh/bohr. Its spin multiplicity is 1.

---

[4]
Entry from OMol25: an isolated molecule of C2H2N2O3 in a non-equilibrium geometry (ωB97M-V/def2-TZVPD).

Atoms and positions in Å:
O1 -1.995 -0.184 -1.775
N1 -1.426 0.335 -0.475
C1 -0.262 0.193 -0.062
O2 0.879 -0.281 -0.672
C2 1.740 -0.421 0.502
N2 1.231 0.041 1.624
O3 0.007 0.531 1.303
H1 -1.400 -1.219 -1.929
H2 2.764 -0.565 0.406

Its net charge is 0. The calculation puts the energy relative to the best compared isomer or geometry (same formula, charge and spin) at 129.0 kcal/mol. The HOMO energy is -9.69 eV. The total energy comes out at -11223.2121 eV. For the largest force on an atom, the calculation gives 0.125 Eh/bohr. Its spin multiplicity is 1.

---

[5]
Entry from OMol25: a structure of composition C2H2N2O3 in a non-equilibrium geometry (ωB97M-V/def2-TZVPD).

Atoms and positions in Å:
C1 -0.629 0.219 1.212
C2 0.474 -0.067 0.397
N1 -1.507 0.619 1.836
N2 -0.111 0.507 -1.277
O1 -0.057 1.678 -1.438
O2 -0.183 -0.434 -1.974
O3 0.774 -1.380 0.276
H1 1.294 0.596 0.436
H2 -0.055 -1.738 0.532

Its net charge is 0. The calculation puts the energy relative to the best compared isomer or geometry (same formula, charge and spin) at 103.4 kcal/mol. The HOMO energy is -10.29 eV. The total energy comes out at -11224.3197 eV. For the largest force on an atom, the calculation gives 0.093 Eh/bohr. Its spin multiplicity is 1.

---

[6]
Entry from OMol25: a structure of composition C2H2N2O3 in a non-equilibrium geometry (ωB97M-V/def2-TZVPD).

Atoms and positions in Å:
C1 -1.014 0.699 -0.147
C2 1.449 -0.952 0.032
O1 -1.512 0.146 0.949
N1 1.202 0.573 -1.071
N2 0.293 0.038 -0.457
O2 -1.496 1.530 -0.846
O3 1.934 -0.869 1.114
H1 -2.368 0.552 1.160
H2 1.513 -1.718 -0.735

Its net charge is 0. The calculation puts the energy relative to the best compared isomer or geometry (same formula, charge and spin) at 76.6 kcal/mol. The HOMO energy is -9.05 eV. The total energy comes out at -11225.4813 eV. For the largest force on an atom, the calculation gives 0.023 Eh/bohr. Its spin multiplicity is 1.

---

[7]
Entry from OMol25: an isolated molecule of C2H2N2O3 in a non-equilibrium geometry (ωB97M-V/def2-TZVPD).

Atoms and positions in Å:
O1 -0.328 0.358 -2.302
C1 -0.030 0.056 -1.188
N1 0.955 -0.699 -0.606
N2 0.958 -0.696 0.768
C2 -0.069 0.046 1.013
O2 -0.562 0.291 2.219
O3 -0.796 0.474 -0.052
H1 1.844 -0.969 -1.133
H2 -1.153 1.138 2.124

Its net charge is 0. The calculation puts the energy relative to the best compared isomer or geometry (same formula, charge and spin) at 7.9 kcal/mol. The HOMO energy is -9.36 eV. The total energy comes out at -11228.4624 eV. For the largest force on an atom, the calculation gives 0.067 Eh/bohr. Its spin multiplicity is 1.

---

[8]
Entry from OMol25: an isolated molecule of C2H2N2O3S in a non-equilibrium geometry (ωB97M-V/def2-TZVPD).

Atoms and positions in Å:
O1 2.532 -1.102 0.235
C1 1.399 -0.662 0.026
N1 0.984 0.719 -0.112
N2 -0.377 0.591 -0.280
O2 -1.381 1.489 0.188
C2 -0.817 -0.753 -0.078
S1 -2.392 -1.267 -0.014
O3 0.328 -1.420 -0.087
H1 1.453 1.181 -1.007
H2 -1.730 1.225 1.130

Its net charge is 0. The calculation puts the energy relative to the best compared isomer or geometry (same formula, charge and spin) at 80.3 kcal/mol. The HOMO energy is -9.66 eV. The total energy comes out at -22060.9175 eV. For the largest force on an atom, the calculation gives 0.094 Eh/bohr. Its spin multiplicity is 1.